Entry 1:
Entry from the OMol25 dataset: a 2-piece molecular cluster, C3H10N2OS overall (ωB97M-V with the def2-TZVPD basis set).

Structure (ORCA input):
```
! wB97M-V def2-TZVPD RIJCOSX def2/J DEFGRID3
* xyz 0 1
H 0.091 0.337 1.765
H 2.458 -0.353 -1.568
H -2.110 -0.905 -1.795
S 1.784 0.779 0.257
H 1.596 -0.158 2.334
O 0.724 1.319 -0.511
N 1.088 0.330 1.680
H -2.635 0.883 -1.905
H 1.558 -1.597 -0.579
C -2.721 1.013 0.722
H -1.002 0.433 -1.199
H -3.350 0.995 1.629
H 3.140 -0.999 -0.240
C -2.128 0.054 -1.303
N -2.938 0.069 -0.070
C 2.227 -0.723 -0.598
H -1.874 1.769 0.565
*
```

gap between HOMO and LUMO	9.52	eV

The computed Löwdin charges, all in e, follow:
1 H 0.0467
2 H 0.0398
3 H 0.0466
4 S 0.7741
5 H 0.0193
6 O -0.5154
7 N -0.1751
8 H 0.0953
9 H 0.0766
10 C -0.1290
11 H 0.0724
12 H 0.0641
13 H -0.0016
14 C -0.1547
15 N -0.1051
16 C -0.2460
17 H 0.0919

Entry 2:
Entry from the OMol25 dataset: a 2-piece molecular cluster, C3H10N2OS overall (ωB97M-V with the def2-TZVPD basis set).

Structure (ORCA input):
```
! wB97M-V def2-TZVPD RIJCOSX def2/J DEFGRID3
* xyz 0 3
N 2.141 -0.179 1.494
C -1.057 -1.069 -0.600
S 1.648 0.293 -0.130
H -0.163 -1.634 -0.337
H 3.204 1.813 -0.090
H -2.860 1.308 0.036
H -1.329 -1.004 -1.715
H -1.634 -0.433 1.275
H 3.126 -0.159 1.447
O 2.197 1.949 0.073
C -3.056 0.313 -0.253
C -1.826 -0.429 0.196
H 1.754 0.333 2.202
H -3.948 0.056 0.249
N 2.709 -0.446 -1.010
H -2.959 0.310 -1.394
H 2.055 -1.022 -1.444
*
```

<S²>	2.01
gap between HOMO and LUMO (alpha / beta)	4.74 / 4.72	eV

The computed Löwdin charges, all in e, follow:
1 N -0.1452
2 C -0.0918
3 S 0.8173
4 H 0.0222
5 H 0.0580
6 H 0.0585
7 H 0.0990
8 H 0.1060
9 H 0.0139
10 O -0.4143
11 C -0.0785
12 C -0.2628
13 H -0.0058
14 H 0.0620
15 N -0.2719
16 H 0.1042
17 H -0.0707

Entry 3:
Entry from the OMol25 dataset: one molecule with the formula C3H10N2S (ωB97M-V with the def2-TZVPD basis set).

Structure (ORCA input):
```
! wB97M-V def2-TZVPD RIJCOSX def2/J DEFGRID3
* xyz 0 1
H 0.818 1.388 -0.558
N 0.845 0.414 -0.848
H -0.378 1.060 -2.485
H 1.497 1.909 -3.508
H 0.293 -1.388 -0.056
H 2.525 1.062 -2.522
H 0.679 0.003 1.939
N 1.638 1.066 -3.013
C -0.206 0.163 1.333
H -1.145 -0.458 -0.437
H 0.373 -0.531 -2.631
C -0.110 -0.375 -0.088
S -1.414 -0.837 2.368
H -0.517 -1.818 2.464
H -0.470 1.217 1.365
C 0.538 0.498 -2.284
*
```

gap between HOMO and LUMO	9.89	eV
structure (SMILES)	NCNCCS

The computed Löwdin charges, all in e, follow:
1 H 0.0998
2 N -0.0787
3 H 0.1145
4 H 0.0432
5 H 0.1093
6 H 0.0706
7 H 0.0536
8 N 0.0044
9 C -0.5263
10 H 0.1027
11 H 0.1078
12 C -0.3367
13 S 0.6605
14 H -0.1559
15 H 0.0684
16 C -0.3373

Entry 4:
Entry from the OMol25 dataset: a 2-piece molecular cluster, C3H10N2S overall (ωB97M-V with the def2-TZVPD basis set).

Structure (ORCA input):
```
! wB97M-V def2-TZVPD RIJCOSX def2/J DEFGRID3
* xyz 0 1
H 1.472 1.393 -0.821
C -1.222 -0.186 1.741
H -0.825 -1.117 2.137
H -1.422 1.129 -0.499
N 0.530 1.755 -0.823
C 1.037 -1.402 -1.111
H 1.439 -2.261 -1.645
H 1.701 -0.557 -1.342
H -1.586 0.430 2.561
H 1.129 -1.626 -0.042
H 0.231 2.133 -1.708
N -0.163 0.510 1.022
H -2.012 -0.435 1.036
S -0.688 -1.094 -1.581
H 0.787 0.223 1.203
C -0.409 1.105 -0.128
*
```

gap between HOMO and LUMO	7.62	eV

The computed Löwdin charges, all in e, follow:
1 H 0.0943
2 C -0.0714
3 H 0.0900
4 H 0.0986
5 N 0.1068
6 C -0.6278
7 H 0.0061
8 H -0.0091
9 H 0.0820
10 H -0.0024
11 H 0.1134
12 N -0.0626
13 H 0.0668
14 S 0.3393
15 H 0.1345
16 C -0.3587

Entry 5:
Entry from the OMol25 dataset: a 2-piece molecular cluster, C3H10N2S overall (ωB97M-V with the def2-TZVPD basis set).

Structure (ORCA input):
```
! wB97M-V def2-TZVPD RIJCOSX def2/J DEFGRID3
* xyz 0 1
H -1.616 -1.757 0.092
N 0.131 4.905 0.434
H 0.785 -5.114 -0.938
C 0.695 -4.149 -0.447
S -0.930 -4.051 0.268
H -1.314 -2.026 1.725
H 0.923 -3.340 -1.138
C -0.085 3.843 -0.388
H 0.760 2.312 -1.332
H 0.954 5.188 0.931
H -1.035 3.913 -0.920
H -0.643 5.527 0.584
H 0.018 -1.816 0.654
H 1.460 -4.123 0.335
C -0.942 -2.326 0.752
N 0.840 3.014 -0.612
*
```

gap between HOMO and LUMO	9.25	eV
structure (SMILES)	[H]/N=C/N.CSC

The computed Löwdin charges, all in e, follow:
1 H 0.0283
2 N 0.0609
3 H 0.0264
4 C -0.4679
5 S 0.7355
6 H 0.0268
7 H 0.0366
8 C -0.4096
9 H 0.0240
10 H 0.0905
11 H 0.1123
12 H 0.0766
13 H 0.0369
14 H 0.0346
15 C -0.4575
16 N 0.0456

Entry 6:
Entry from the OMol25 dataset: C3H10N2S as an isolated structure (ωB97M-V with the def2-TZVPD basis set).

Structure (ORCA input):
```
! wB97M-V def2-TZVPD RIJCOSX def2/J DEFGRID3
* xyz 0 1
H -0.749 0.471 -1.134
N -0.212 -0.596 0.579
H 1.327 1.113 2.391
C -0.544 -1.564 -1.644
H 1.900 2.013 0.978
C -0.072 -0.348 -0.860
H 0.176 -2.386 -1.553
H 0.467 -1.195 1.030
H -0.053 0.870 1.034
C 1.037 1.521 1.427
H -1.154 -1.099 0.609
H -0.563 -1.335 -2.712
H -0.182 2.674 0.535
N -0.231 2.037 1.334
H 0.950 -0.039 -1.108
S -2.096 -2.137 -0.906
*
```

gap between HOMO and LUMO	3.96	eV

The computed Löwdin charges, all in e, follow:
1 H 0.1038
2 N -0.1027
3 H 0.1106
4 C -0.7136
5 H 0.1108
6 C -0.3851
7 H 0.0425
8 H 0.1023
9 H 0.0674
10 C 0.0000
11 H -0.0220
12 H 0.0541
13 H 0.0976
14 N 0.0930
15 H 0.1042
16 S 0.3371

Entry 7:
Entry from the OMol25 dataset: a 3-piece molecular cluster, C3H10N2S overall (ωB97M-V with the def2-TZVPD basis set).

Structure (ORCA input):
```
! wB97M-V def2-TZVPD RIJCOSX def2/J DEFGRID3
* xyz 0 1
H 0.625 2.458 -1.752
H -0.243 -0.379 2.488
N -1.017 -0.471 0.550
H -0.701 2.939 -0.598
H 0.660 -0.369 -1.573
S -0.065 -1.093 -2.439
H 0.427 -2.691 0.574
C 0.263 -2.230 1.534
H -0.740 1.443 -1.558
N 0.584 1.457 0.078
H 1.458 1.130 -0.328
H 0.565 -2.754 2.442
H -0.615 0.457 0.237
H -0.797 -1.020 -0.296
C -0.074 2.152 -0.986
C -0.333 -1.028 1.627
*
```

gap between HOMO and LUMO	4.47	eV

The computed Löwdin charges, all in e, follow:
1 H 0.0876
2 H 0.1043
3 N 0.0630
4 H 0.0836
5 H -0.3652
6 S 0.2298
7 H 0.0498
8 C 0.0497
9 H 0.0682
10 N 0.0334
11 H 0.0516
12 H 0.0596
13 H -0.0046
14 H -0.0540
15 C -0.2000
16 C -0.2567

Entry 8:
Entry from the OMol25 dataset: one molecule with the formula C3H10N2S2 (ωB97M-V with the def2-TZVPD basis set).

Structure (ORCA input):
```
! wB97M-V def2-TZVPD RIJCOSX def2/J DEFGRID3
* xyz 0 1
H -0.487 -1.115 1.679
S 1.738 -1.892 1.524
H -1.646 0.944 0.512
N -1.428 1.442 -1.390
N -1.060 -1.224 -0.837
H 0.990 -0.382 -0.844
H -0.124 1.841 0.336
C 0.397 -0.677 1.178
C -0.017 -0.350 -0.298
H -1.968 -0.821 -0.959
H -1.248 2.444 -1.355
H -0.793 -2.082 -1.270
H 3.120 0.318 1.452
H -0.902 1.182 -2.222
S 3.470 -0.810 0.802
H 0.690 0.167 1.791
C -0.731 1.016 -0.097
*
```

gap between HOMO and LUMO	8.78	eV
structure (SMILES)	NC[C@H](N)CSS

The computed Löwdin charges, all in e, follow:
1 H 0.0790
2 S 0.4207
3 H 0.1131
4 N -0.0322
5 N 0.0403
6 H 0.1296
7 H 0.1151
8 C -0.5697
9 C -0.4291
10 H 0.0639
11 H 0.0516
12 H 0.0687
13 H -0.2054
14 H 0.0577
15 S 0.2919
16 H 0.0414
17 C -0.2367

Entry 9:
Entry from the OMol25 dataset: one molecule with the formula C3H10N2S2 (ωB97M-V with the def2-TZVPD basis set).

Structure (ORCA input):
```
! wB97M-V def2-TZVPD RIJCOSX def2/J DEFGRID3
* xyz 0 1
C 0.129 -0.259 0.216
S -2.064 -1.116 -1.170
C 1.144 0.851 0.550
H -0.394 -0.557 1.122
H 2.750 -0.060 1.531
H 1.496 0.387 2.544
H 1.693 -1.541 0.166
H -1.446 1.078 -0.416
N 0.785 -1.498 -0.284
H 0.564 1.749 0.788
S -3.673 -0.052 -1.876
C -0.884 0.226 -0.794
H 1.737 1.041 -0.342
N 1.987 0.580 1.687
H 0.957 -1.371 -1.275
H -0.389 0.569 -1.707
H -4.391 -0.026 -0.740
*
```

gap between HOMO and LUMO	9.55	eV
structure (SMILES)	NC[C@H](N)CSS

The computed Löwdin charges, all in e, follow:
1 C -0.4945
2 S 0.4256
3 C -0.2667
4 H 0.1239
5 H 0.0605
6 H 0.0697
7 H 0.0533
8 H 0.0661
9 N 0.0283
10 H 0.1131
11 S 0.3011
12 C -0.5471
13 H 0.1192
14 N -0.0001
15 H 0.0647
16 H 0.0830
17 H -0.2000

Entry 10:
Entry from the OMol25 dataset: one molecule with the formula C3H10N2S2 (ωB97M-V with the def2-TZVPD basis set).

Structure (ORCA input):
```
! wB97M-V def2-TZVPD RIJCOSX def2/J DEFGRID3
* xyz 0 3
H -2.930 1.291 0.597
H -1.564 -0.750 0.606
S 0.993 -0.618 1.873
H 2.267 -0.963 1.698
S 0.443 -2.467 -0.464
H 1.240 -0.015 -1.808
H 1.483 1.118 -0.473
N -2.201 1.857 0.151
H 2.528 -0.310 -0.632
C 0.527 -0.705 0.088
H -2.428 1.939 -0.837
H -0.596 1.426 1.212
C 1.515 0.069 -0.759
H 1.754 -2.693 -0.392
N -0.922 1.265 0.260
H -1.219 -0.288 -1.079
C -0.890 -0.158 -0.040
*
```

<S²>	2.01
gap between HOMO and LUMO (alpha / beta)	4.70 / 5.88	eV

The computed Löwdin charges, all in e, follow:
1 H 0.0706
2 H 0.0992
3 S 0.7850
4 H -0.1556
5 S 0.7862
6 H 0.0816
7 H 0.0737
8 N -0.0246
9 H 0.0572
10 C -1.1667
11 H 0.0717
12 H 0.0811
13 C -0.1792
14 H -0.1542
15 N -0.1695
16 H 0.1134
17 C -0.3698

Entry 11:
Entry from the OMol25 dataset: an isolated ion of composition C3H10N2S2 and charge +1 (ωB97M-V with the def2-TZVPD basis set).

Structure (ORCA input):
```
! wB97M-V def2-TZVPD RIJCOSX def2/J DEFGRID3
* xyz 1 2
N -0.301 -0.242 1.133
H 0.098 2.901 0.279
H 1.277 0.438 0.099
S 1.517 -2.265 -0.760
H -1.091 2.169 0.946
H 0.932 -2.857 1.961
H 0.353 -0.865 -2.055
H -0.994 0.378 1.532
H -0.770 -1.642 -0.785
C 0.255 0.147 -0.163
N -0.794 2.476 0.023
H -0.013 1.626 -1.718
H -1.471 0.916 -1.175
C -0.521 1.316 -0.806
S 1.873 -2.175 1.262
C 0.146 -1.099 -1.004
H -0.497 -1.223 1.231
*
```

<S²>	0.76
gap between HOMO and LUMO (alpha / beta)	9.97 / 5.42	eV

The computed Löwdin charges, all in e, follow:
1 N 0.1504
2 H 0.0935
3 H 0.1419
4 S 0.6216
5 H 0.0597
6 H -0.1195
7 H 0.1007
8 H 0.1144
9 H 0.0976
10 C -0.4409
11 N 0.0408
12 H 0.1331
13 H 0.1301
14 C -0.2248
15 S 0.5331
16 C -0.4849
17 H 0.0532

Entry 12:
Entry from the OMol25 dataset: one molecule with the formula C3H10N2Si (ωB97M-V with the def2-TZVPD basis set).

Structure (ORCA input):
```
! wB97M-V def2-TZVPD RIJCOSX def2/J DEFGRID3
* xyz 0 1
H -1.464 -1.643 1.417
N -1.061 -0.731 1.529
H 2.475 1.335 -0.536
N -0.796 1.794 0.429
C 2.736 0.422 -0.017
H 2.067 -1.298 0.984
C 1.814 -0.390 0.461
H -0.411 -1.392 -1.758
C -0.968 -0.506 -1.474
H 3.801 0.248 0.077
H -0.838 0.232 -2.257
H -0.452 2.468 -0.236
H -1.388 -0.272 2.358
Si -0.384 0.135 0.206
H -2.021 -0.772 -1.440
H -0.701 2.164 1.364
*
```

gap between HOMO and LUMO	9.44	eV
structure (SMILES)	C=C[Si](C)(N)N

The computed Löwdin charges, all in e, follow:
1 H 0.0233
2 N -0.0743
3 H 0.0219
4 N -0.0631
5 C -0.1544
6 H 0.0105
7 C -0.1849
8 H 0.0190
9 C -0.1825
10 H 0.0315
11 H 0.0185
12 H 0.0240
13 H 0.0192
14 Si 0.4427
15 H 0.0215
16 H 0.0272

Entry 13:
Entry from the OMol25 dataset: a 2-piece molecular cluster, C3H10N3 overall (ωB97M-V with the def2-TZVPD basis set).

Structure (ORCA input):
```
! wB97M-V def2-TZVPD RIJCOSX def2/J DEFGRID3
* xyz 1 1
N 1.017 1.508 -1.835
N -0.369 1.541 2.816
H 0.333 -2.664 -0.394
H 0.384 1.023 3.313
H -0.985 -1.731 -0.501
H -2.319 1.023 2.194
H 0.469 2.002 -2.578
C -1.408 0.775 2.808
H 0.825 1.975 -0.966
H 0.874 -0.295 -2.907
H 1.171 -0.454 0.134
H -1.451 -0.105 3.475
H -0.182 -2.154 -1.899
C 0.879 0.146 -1.897
N -0.050 -1.878 -0.933
C 0.810 -0.713 -0.831
*
```

gap between HOMO and LUMO	9.22	eV

The computed Löwdin charges, all in e, follow:
1 N 0.0877
2 N -0.0047
3 H 0.1753
4 H 0.0428
5 H 0.1854
6 H 0.0678
7 H 0.1395
8 C -0.1574
9 H 0.1031
10 H 0.1375
11 H 0.1066
12 H 0.0610
13 H 0.1650
14 C -0.1586
15 N 0.1688
16 C -0.1198

Entry 14:
Entry from the OMol25 dataset: a 2-piece molecular cluster, C3H10N3 overall (ωB97M-V with the def2-TZVPD basis set).

Structure (ORCA input):
```
! wB97M-V def2-TZVPD RIJCOSX def2/J DEFGRID3
* xyz 1 1
H 0.657 -0.086 2.857
N -1.597 0.512 -0.383
H 1.669 1.003 1.869
H -2.306 1.213 -0.230
H -1.813 -0.216 -1.049
C 0.734 0.904 2.410
H 0.057 -0.491 0.351
H -0.042 -2.488 -2.183
C 1.099 -0.933 -2.083
H 0.687 1.614 3.230
N -0.403 1.135 1.503
H 0.296 -0.219 -1.891
C -0.613 0.355 0.482
H 2.104 -0.520 -2.164
N 0.927 -2.177 -2.155
H -1.120 1.812 1.723
*
```

gap between HOMO and LUMO	9.43	eV

The computed Löwdin charges, all in e, follow:
1 H 0.1025
2 N 0.1897
3 H 0.1014
4 H 0.1415
5 H 0.1335
6 C -0.0101
7 H 0.1526
8 H 0.0432
9 C -0.1527
10 H 0.1023
11 N 0.0335
12 H 0.0277
13 C -0.1550
14 H 0.0723
15 N 0.0485
16 H 0.1691

Calculated max |F| in order - 4.01 9.35 1.39 1.82 1.94 5.22 1.66 2.12 1.05 2.00 1.50 3.67 2.20 0.66 eV/A